This record from the OMol25 dataset describes a cluster of 9 separate species, C51H112N4O19S5 in total at a distorted geometry. The level of theory is the ωB97M-V functional and the def2-TZVPD basis.

Values from the calculation:
Total charge ... 0
Largest force on an atom ... 6.2 eV/Å
HOMO-LUMO gap (spin up / spin down) ... 8.65 / 8.72 eV
Spin multiplicity ... 5

Last column: Mulliken spin population.
CARTESIAN COORDINATES (ANGSTROEM)
C: -3.4451 4.9674 -6.4757  0.002
C: -4.0268 3.5339 -6.5722  0.034
C: -2.9330 2.6366 -7.0885  0.026
C: -1.6635 2.5408 -6.1903  -0.009
C: -2.0336 1.9144 -4.8449  0.028
C: -3.2559 2.6224 -4.2674  -0.008
N: -4.3949 2.8707 -5.3001  0.275
O: -5.6174 3.4897 -4.7758  0.656
C: -3.8608 1.6456 -3.2246  0.012
C: -2.8209 3.8838 -3.4630  0.015
C: -5.1174 3.5398 -7.7072  0.001
H: -2.6851 5.1571 -5.7179  -0.004
H: -4.2689 5.6778 -6.4070  0.003
H: -3.0609 5.3365 -7.4267  0.001
H: -3.4245 1.6766 -7.2464  -0.004
H: -2.7569 3.0415 -8.0851  0.000
H: -1.3793 3.5903 -6.1134  -0.001
H: -0.8932 2.0406 -6.7773  -0.001
H: -1.1928 1.9933 -4.1557  0.000
H: -2.0313 0.8335 -4.9856  0.005
H: -4.7550 2.1284 -2.8304  0.005
H: -4.0914 0.6749 -3.6636  -0.029
H: -3.2243 1.4016 -2.3741  0.000
H: -3.6734 4.5627 -3.4457  -0.009
H: -2.5442 3.6331 -2.4389  0.005
H: -1.9957 4.5076 -3.8064  -0.001
H: -6.1312 3.7776 -7.3851  0.005
H: -5.1741 2.6404 -8.3203  -0.003
H: -5.0254 4.4150 -8.3504  -0.001
C: 2.3265 -3.3415 -0.9953  0.014
C: 1.4796 -4.0234 0.1800  -0.004
C: 0.1049 -3.2526 0.0801  0.015
C: -1.0723 -3.8554 0.7664  0.005
C: -1.2105 -5.3150 0.5337  0.030
C: 0.1080 -6.1401 0.6881  -0.054
N: 1.2047 -5.4855 0.0015  0.378
O: 2.3772 -6.2185 -0.3961  0.568
C: 0.1997 -6.4088 2.2097  0.041
C: -0.2006 -7.5290 0.1028  -0.001
C: 2.2208 -3.7933 1.5124  0.024
H: 2.3942 -2.2621 -0.8592  0.002
H: 1.9963 -3.5970 -2.0022  -0.005
H: 3.3728 -3.6459 -1.0219  -0.001
H: 0.3588 -2.3165 0.5774  -0.003
H: -0.1263 -2.9906 -0.9524  -0.012
H: -1.9440 -3.3664 0.3315  0.006
H: -1.0294 -3.6902 1.8429  0.001
H: -1.6111 -5.6606 -0.4192  0.002
H: -1.9723 -5.6067 1.2566  0.005
H: -0.6552 -7.0272 2.4834  0.000
H: 1.1129 -6.9234 2.5084  -0.001
H: 0.0792 -5.4988 2.7974  -0.003
H: -1.1677 -7.9727 0.3395  0.001
H: 0.0588 -7.4874 -0.9550  -0.007
H: 0.5740 -8.2113 0.4529  0.002
H: 1.5598 -3.2578 2.1938  -0.001
H: 3.1205 -3.1895 1.3942  -0.003
H: 2.5626 -4.7008 2.0102  0.003
C: -0.9765 2.8302 1.2278  0.022
C: -0.5139 1.4898 0.5371  -0.043
C: -0.3751 1.8035 -0.9916  0.041
C: 0.8897 2.5738 -1.4060  -0.003
C: 2.0651 1.8234 -0.8001  0.026
C: 2.0231 1.4977 0.7286  -0.043
N: 0.7103 0.8630 1.0627  0.404
O: 0.6882 0.3404 2.4294  0.580
C: 3.2779 0.6400 0.9322  0.008
C: 2.2044 2.7954 1.5122  0.015
C: -1.5906 0.4242 0.7169  -0.025
H: -1.0499 2.6485 2.3001  0.000
H: -1.9190 3.2069 0.8305  0.004
H: -0.2378 3.6062 1.0270  -0.001
H: -0.3282 0.8414 -1.5017  0.003
H: -1.2493 2.3618 -1.3264  0.010
H: 0.9044 3.6289 -1.1328  0.000
H: 0.9195 2.6779 -2.4906  -0.001
H: 2.9041 2.4898 -1.0006  0.001
H: 2.2990 0.9435 -1.3994  -0.009
H: 3.2684 -0.3613 0.5015  -0.005
H: 4.1512 1.1079 0.4778  -0.001
H: 3.5207 0.5940 1.9938  0.008
H: 1.7926 2.8783 2.5180  0.011
H: 3.2435 3.1019 1.6323  -0.003
H: 1.8379 3.6682 0.9718  -0.001
H: -1.6987 0.1366 1.7627  0.003
H: -1.2199 -0.4348 0.1575  0.002
H: -2.4969 0.6947 0.1751  -0.005
C: -4.7015 -2.0634 2.1546  -0.015
C: -5.4878 -3.0608 3.0450  0.015
C: -6.6442 -2.2764 3.6982  0.012
C: -7.8970 -3.0206 4.2806  -0.007
C: -8.4930 -3.8654 3.1946  0.005
C: -7.4112 -4.7961 2.5884  0.009
N: -6.1188 -4.0979 2.1667  0.350
O: -5.1553 -4.9548 1.4318  0.582
C: -7.1615 -5.9401 3.6594  0.028
C: -8.1564 -5.5337 1.4648  0.007
C: -4.5283 -3.6011 4.1572  0.027
H: -3.9439 -2.4957 1.5010  0.001
H: -4.0104 -1.4497 2.7324  0.000
H: -5.4480 -1.5667 1.5347  -0.005
H: -6.2667 -1.7491 4.5742  0.000
H: -7.0065 -1.5038 3.0200  -0.002
H: -8.6634 -2.2816 4.5142  0.000
H: -7.6173 -3.5411 5.1965  0.000
H: -8.8648 -3.0777 2.5393  -0.003
H: -9.3895 -4.2756 3.6594  -0.001
H: -8.0837 -6.3986 4.0163  0.002
H: -6.5384 -6.7130 3.2092  -0.002
H: -6.5827 -5.5288 4.4864  -0.001
H: -8.2270 -4.8880 0.5894  -0.001
H: -7.6144 -6.4545 1.2490  -0.001
H: -9.1821 -5.8312 1.6824  0.000
H: -3.6640 -2.9422 4.2399  -0.003
H: -4.1053 -4.5879 3.9692  0.004
H: -5.0633 -3.4943 5.1009  -0.002
O: 7.9514 2.7148 3.7212  0.000
S: 6.6629 2.6446 3.0141  0.000
O: 6.3322 3.7109 2.0822  0.000
O: 6.5433 1.2200 2.1217  0.000
C: 7.0137 0.0512 2.7762  0.000
C: 6.5704 -1.2081 2.0174  0.000
C: 5.2314 2.4075 4.1632  0.000
H: 6.5425 0.1224 3.7565  0.000
H: 8.0868 0.2425 2.7851  0.000
H: 7.1694 -1.3642 1.1203  0.000
H: 5.5301 -1.1449 1.6983  0.000
H: 6.7390 -2.1406 2.5560  0.000
H: 5.5912 1.7469 4.9520  0.000
H: 4.3748 2.0020 3.6248  0.000
H: 4.9703 3.4193 4.4734  0.000
O: -2.1841 -1.2312 -2.7784  0.000
S: -3.3315 -2.0803 -3.0528  0.000
O: -3.8228 -2.0836 -4.3941  0.000
O: -3.1484 -3.6559 -2.4819  -0.001
C: -4.0448 -4.6283 -2.9202  0.002
C: -3.7793 -5.9772 -2.2470  0.000
C: -4.6769 -1.4982 -1.9041  0.009
H: -3.8223 -4.7444 -3.9809  0.000
H: -5.0681 -4.3430 -2.6762  0.000
H: -2.9258 -6.5266 -2.6441  0.000
H: -4.6566 -6.5950 -2.4391  0.000
H: -3.6261 -5.9377 -1.1685  0.000
H: -4.6113 -2.0364 -0.9586  -0.008
H: -5.5828 -1.6428 -2.4928  0.001
H: -4.4114 -0.4628 -1.6905  -0.001
O: 8.8831 -0.2646 -1.5775  0.000
S: 8.9212 1.0249 -0.9067  0.000
O: 9.5891 1.1856 0.4082  0.000
O: 9.6870 2.1086 -1.9161  0.000
C: 10.1097 3.4214 -1.3772  0.000
C: 10.5400 4.2097 -2.6039  0.000
C: 7.2840 1.8294 -0.9133  0.000
H: 10.9353 3.3497 -0.6692  0.000
H: 9.3059 3.8757 -0.7979  0.000
H: 11.3186 3.6548 -3.1272  0.000
H: 10.9765 5.1644 -2.3102  0.000
H: 9.6835 4.4191 -3.2447  0.000
H: 7.1965 2.1881 -1.9389  0.000
H: 7.2577 2.6052 -0.1482  0.000
H: 6.5508 1.0418 -0.7395  0.000
O: 7.4388 5.2137 -1.4954  0.000
S: 6.5284 6.2572 -0.9945  0.000
O: 6.7699 7.0142 0.2109  0.000
O: 6.1110 7.2961 -2.2476  0.000
C: 6.6750 6.9367 -3.5710  0.000
C: 6.0412 7.8968 -4.5708  0.000
C: 4.8060 5.5437 -0.8828  0.000
H: 6.2932 5.9431 -3.8058  0.000
H: 7.7551 7.0811 -3.5949  0.000
H: 6.0098 8.9339 -4.2370  0.000
H: 4.9597 7.7878 -4.6520  0.000
H: 6.5560 7.7823 -5.5248  0.000
H: 4.0421 6.3015 -0.7089  0.000
H: 4.9094 4.8738 -0.0292  0.000
H: 4.7301 4.9483 -1.7927  0.000
O: -3.4673 1.4622 7.0287  0.000
S: -2.4166 0.7507 6.3377  0.000
O: -2.3310 0.5847 4.8726  0.001
O: -1.0397 1.4713 6.8279  0.000
C: 0.1994 1.0757 6.2345  0.004
C: 0.7397 2.3259 5.3657  0.001
C: -2.1485 -0.8497 7.2352  0.000
H: 0.0221 0.2070 5.6004  -0.003
H: 0.9403 0.8902 7.0121  0.000
H: 0.7589 3.1751 6.0488  0.000
H: 0.1106 2.7625 4.5901  0.000
H: 1.7775 2.2443 5.0424  -0.002
H: -2.4247 -0.8641 8.2895  0.000
H: -1.1050 -1.1472 7.1312  0.000
H: -2.8611 -1.5413 6.7858  0.000

---

This record from the OMol25 dataset describes a structure of composition C20H55N6Na2O8 at a distorted geometry. The level of theory is the ωB97M-V functional and the def2-TZVPD basis.

Values from the calculation:
Total charge ... +2
Largest force on an atom ... 7.3 eV/Å
HOMO-LUMO gap (spin up / spin down) ... 6.71 / 3.19 eV
Spin multiplicity ... 2

Last column: Mulliken spin population.
CARTESIAN COORDINATES (ANGSTROEM)
Na: 3.2120 3.6222 1.4117  0.000
Na: 1.8022 -1.3785 4.7884  0.000
N: 1.5201 0.2453 1.4264  0.000
O: 2.1486 1.1900 1.1182  0.000
O: 0.3585 0.1956 1.1211  0.001
O: 2.0833 -0.6201 2.1010  0.000
C: -1.4950 -3.8984 4.5145  0.000
C: -0.8732 -3.4842 3.1719  0.000
C: -1.8823 -3.3522 1.9924  0.000
O: -2.5388 -4.6022 1.9548  0.000
C: -3.6088 -4.5621 1.0312  0.000
N: -0.2243 -2.1954 3.4552  0.000
H: -0.7363 -4.2458 5.2157  0.000
H: -2.3100 -4.5817 4.2757  0.000
H: -2.0875 -3.0792 4.9218  0.000
H: -0.0736 -4.1581 2.8643  0.000
H: -1.3894 -2.9421 1.1109  0.000
H: -2.5836 -2.5650 2.2691  0.000
H: -4.4478 -3.9225 1.3053  0.000
H: -3.9803 -5.5842 0.9582  0.000
H: -3.2625 -4.2944 0.0329  0.000
H: 0.1434 -1.9561 2.5455  0.000
H: -0.8224 -1.4211 3.7063  0.000
C: -3.6936 1.5388 4.4338  0.000
C: -2.9451 1.1343 3.1893  0.002
C: -2.5364 2.3206 2.2720  0.002
O: -3.5989 2.4044 1.3549  0.010
C: -4.6338 3.2855 1.7515  0.001
N: -1.7803 0.3948 3.5642  0.001
H: -4.5149 2.1757 4.1052  0.000
H: -3.1990 2.1128 5.2174  0.000
H: -4.1362 0.6887 4.9529  0.000
H: -3.5955 0.3986 2.7162  0.000
H: -1.7106 2.0139 1.6301  0.001
H: -2.2954 3.2205 2.8379  0.000
H: -4.3963 4.2560 2.1873  0.000
H: -5.3711 2.7315 2.3325  0.001
H: -5.2134 3.5188 0.8584  0.000
H: -1.3893 0.1966 2.6543  0.000
H: -1.0905 1.0789 3.8401  0.000
C: -0.7935 0.9350 -5.7548  0.002
C: 0.6673 0.5860 -5.8961  0.003
C: 1.4792 0.8325 -4.5573  0.000
O: 1.0287 -0.0471 -3.5261  0.025
C: 1.6185 -0.0272 -2.2883  0.000
N: 0.8564 -0.8651 -6.1583  0.004
H: -1.2894 0.6544 -6.6840  -0.001
H: -0.9635 2.0008 -5.6024  0.003
H: -1.4241 0.3726 -5.0663  0.003
H: 1.1322 1.1272 -6.7202  0.001
H: 1.6003 1.8457 -4.1741  0.002
H: 2.5031 0.5276 -4.7738  0.005
H: 2.6244 -0.4459 -2.2590  0.002
H: 1.0220 -0.6184 -1.5935  0.000
H: 1.7627 1.0063 -1.9736  -0.002
H: 1.8140 -1.0529 -6.4185  0.001
H: 0.6589 -1.2039 -5.2275  0.000
C: 6.8637 -2.1372 1.7655  0.000
C: 6.2117 -0.6787 1.6781  0.000
C: 5.5303 -0.3529 0.3242  0.000
O: 6.5408 -0.0395 -0.7197  0.000
C: 6.1770 -0.3812 -2.0724  0.000
N: 5.1965 -0.6709 2.7920  0.000
H: 7.9221 -2.0560 1.5180  0.000
H: 6.3362 -2.9191 1.2192  0.000
H: 6.7916 -2.4720 2.8003  0.000
H: 7.0133 0.0067 1.9534  0.000
H: 4.9694 0.5699 0.4726  0.000
H: 4.7023 -0.9838 0.0009  0.000
H: 7.0604 -0.2095 -2.6874  0.000
H: 5.3619 0.2513 -2.4240  0.000
H: 5.7576 -1.3786 -1.9407  0.000
H: 4.8967 0.2589 3.0487  0.000
H: 4.3676 -1.1265 2.4378  0.000
C: -3.1079 3.3840 -3.6709  0.017
C: -2.0614 3.0879 -2.6329  0.034
C: -2.5116 2.0798 -1.5486  0.075
O: -2.6371 0.7614 -2.0849  0.168
C: -2.4438 -0.3380 -1.1554  0.009
N: -0.8069 2.6849 -3.2353  0.523
H: -2.6039 3.7340 -4.5718  -0.004
H: -3.7743 4.1347 -3.2462  0.005
H: -3.6283 2.4931 -4.0224  -0.001
H: -1.7512 3.9397 -2.0276  0.007
H: -3.4349 2.3680 -1.0460  0.052
H: -1.8186 2.0128 -0.7099  0.046
H: -1.4762 -0.2123 -0.6696  0.004
H: -2.4230 -1.3350 -1.5955  -0.001
H: -3.2723 -0.3016 -0.4481  0.006
H: -0.0954 2.5897 -2.5248  0.003
H: -1.0016 1.7279 -3.4931  -0.006

---

This record from the OMol25 dataset describes a structure of composition C21H15FeN2O at a distorted geometry. The level of theory is the ωB97M-V functional and the def2-TZVPD basis.

Values from the calculation:
Total charge ... +2
Largest force on an atom ... 1.6 eV/Å
HOMO-LUMO gap (spin up / spin down) ... 8.15 / 5.80 eV
Spin multiplicity ... 6

Last column: Mulliken spin population.
CARTESIAN COORDINATES (ANGSTROEM)
Fe: 0.1624 0.0064 -0.1421  4.256
C: -0.0040 0.0330 4.2335  0.026
C: -0.6540 -1.1738 4.4624  0.027
C: -1.0923 -1.9692 3.4083  0.023
C: -0.8853 -1.5628 2.0973  -0.059
C: -0.1950 -0.3737 1.9102  0.462
C: 0.2070 0.4672 2.9256  -0.082
C: -1.3230 -2.2923 0.8972  0.014
C: -2.0569 -3.4830 0.9211  -0.001
C: -2.4192 -4.0767 -0.2574  0.012
C: -2.0661 -3.4971 -1.4936  0.014
C: -2.4137 -4.0568 -2.7455  0.003
C: -2.0525 -3.4363 -3.9037  0.000
C: -1.3311 -2.2224 -3.8658  0.008
C: -0.9773 -1.6649 -2.6694  -0.003
C: -1.3324 -2.2931 -1.4598  -0.023
N: -0.9727 -1.7311 -0.2606  0.137
H: 0.3334 0.6462 5.0580  -0.001
H: -0.8314 -1.4955 5.4800  0.002
H: -1.5986 -2.9026 3.6175  0.003
H: 0.7042 1.4136 2.7463  0.028
H: -2.3377 -3.9280 1.8643  0.000
H: -2.9878 -4.9992 -0.2437  0.000
H: -2.9734 -4.9836 -2.7697  0.001
H: -2.3179 -3.8698 -4.8581  0.000
H: -1.0620 -1.7343 -4.7932  0.000
H: -0.4255 -0.7270 -2.6356  -0.014
C: -2.2855 3.8642 -1.6148  0.009
C: -0.9490 3.9627 -1.2490  -0.002
C: -0.2992 2.8284 -0.8194  0.030
N: -0.9196 1.6330 -0.7462  0.038
C: -2.2142 1.5403 -1.0960  0.039
C: -2.9265 2.6353 -1.5333  0.004
H: -2.8228 4.7380 -1.9604  0.000
H: -0.4197 4.9039 -1.2936  0.000
H: 0.7426 2.8673 -0.5231  0.001
H: -2.6738 0.5631 -1.0182  0.004
H: -3.9675 2.5242 -1.8010  0.001
O: 3.2560 -0.2350 -1.1202  0.013
C: 2.1926 -0.1602 -0.7988  0.026